1.
{"formula": "C24H37O2ScSi", "method": "ωB97M-V/def2-TZVPD", "lumo_ev": 0.47, "homo_energy_ha": -0.1914, "fmax_ev_per_a": 3.39, "gap_ev": 5.675, "symbols": ["H", "H", "H", "H", "H", "C", "H", "C", "C", "C", "H", "C", "H", "H", "H", "C", "C", "H", "H", "H", "H", "C", "H", "H", "H", "C", "H", "Si", "C", "C", "C", "H", "H", "C", "O", "H", "H", "H", "C", "C", "H", "C", "H", "C", "H", "C", "Sc", "H", "H", "C", "C", "H", "H", "H", "H", "C", "H", "C", "C", "O", "H", "H", "H", "H", "C"], "positions_angstrom": [[0.386, 3.054, 0.661], [-0.649, -2.445, 7.079], [-2.247, 0.407, 7.274], [-2.273, 1.128, -4.187], [-0.997, -2.619, 1.843], [1.027, -0.111, -2.958], [2.416, -1.795, -7.260], [0.220, -1.842, 7.377], [1.216, -2.354, -5.551], [1.728, 0.758, 6.985], [1.839, 0.137, -2.248], [-1.264, 0.820, 7.539], [-1.868, -1.771, -0.644], [0.251, 1.957, 3.121], [0.880, 2.054, -3.400], [0.932, 2.170, 0.994], [0.378, 1.114, -3.649], [-0.432, -1.505, -8.050], [1.270, -1.029, -3.546], [1.742, 1.773, 6.566], [1.126, -2.358, 7.030], [-1.933, 0.644, 1.686], [2.582, 0.209, 6.566], [3.203, -0.325, 0.799], [2.159, -2.208, -4.981], [0.424, -1.089, -7.508], [-1.261, 1.885, 7.268], [0.103, -0.118, 6.656], [-0.832, 0.809, -2.679], [-1.791, -1.200, 0.281], [2.411, 0.374, 1.071], [0.133, 2.380, -1.495], [0.004, 1.038, -4.654], [-0.873, 2.044, -1.794], [-0.195, -0.408, -2.204], [-1.158, 0.757, 8.630], [-2.601, 0.785, -0.418], [0.252, -1.815, 8.476], [-0.081, -0.491, -6.165], [-1.725, -0.558, 2.584], [-2.943, 0.370, -2.739], [-1.324, -1.624, 1.540], [-2.722, -0.820, 3.005], [0.853, 1.587, 2.293], [0.853, -3.365, -5.315], [-0.840, -0.343, 3.735], [0.114, -0.008, 0.801], [1.898, -0.162, 3.221], [1.902, 0.851, 8.068], [-2.071, 0.395, -3.415], [1.748, 0.465, 2.344], [-1.499, 1.998, -0.893], [0.912, -0.280, -8.086], [2.233, 1.677, -0.770], [-2.128, 1.635, 2.079], [1.403, -2.149, -7.073], [-1.893, -0.543, -3.971], [-0.311, -0.220, 4.840], [-2.165, 0.200, 0.388], [0.237, -1.373, -5.047], [-1.170, -0.229, -6.165], [-1.232, 2.868, -2.429], [1.239, -3.081, -7.610], [0.507, 0.473, -6.132], [1.896, 1.423, 0.235]]}

***

2.
{"formula": "C3H14N2O3", "method": "ωB97M-V/def2-TZVPD", "relative_energy_ev": 0.827, "lumo_ev": 0.55, "homo_energy_ha": -0.2969, "smiles": "C/C(N)=C/N.O.O.O", "fmax_ev_per_a": 2.18, "gap_ev": 8.629, "symbols": ["O", "C", "H", "C", "H", "N", "N", "H", "H", "H", "H", "H", "H", "H", "H", "O", "C", "H", "H", "H", "O", "H"], "positions_angstrom": [[3.222, 0.235, -0.451], [-0.314, 0.952, -0.507], [0.354, -1.653, -1.890], [-0.367, 0.259, -1.660], [-0.339, -2.194, 0.013], [0.148, 0.423, 0.691], [-0.512, -1.174, -1.699], [3.625, 0.405, 0.404], [-1.563, 0.101, 3.381], [-0.135, 0.930, 1.484], [2.324, -0.006, -0.181], [-0.608, -3.463, 0.828], [0.787, 2.735, -0.983], [-0.960, 2.852, -1.257], [0.120, -0.568, 0.854], [-2.206, 0.313, 2.700], [-0.189, 2.460, -0.594], [-1.251, -1.389, -2.349], [-0.432, 0.879, -2.549], [-0.428, 2.913, 0.357], [0.049, -2.775, 0.687], [-2.284, -0.443, 2.113]]}

***

3.
{"formula": "C15H18F3N3O5P", "method": "ωB97M-V/def2-TZVPD", "lumo_ev": -6.45, "homo_energy_ha": -0.4397, "charge": 1, "smiles": "CCOCCOc1c([PH2]=N)[nH+]cc(OC#N)c1C(=O)OCCC(F)=C(F)F", "fmax_ev_per_a": 12.30, "gap_ev": 5.517, "symbols": ["H", "N", "O", "H", "C", "H", "C", "C", "C", "C", "C", "H", "C", "F", "O", "H", "C", "C", "H", "N", "H", "C", "C", "F", "H", "C", "H", "H", "H", "H", "P", "C", "H", "O", "H", "N", "O", "C", "H", "H", "C", "H", "H", "F", "O"], "positions_angstrom": [[5.312, -2.360, -0.099], [0.636, 4.567, 3.440], [-1.264, 4.016, 1.444], [5.300, -3.089, 1.668], [3.637, -3.968, 0.374], [2.490, -3.708, 0.390], [-3.162, -0.001, 0.304], [-0.549, 1.483, 0.712], [1.208, 1.362, -1.547], [-0.247, 4.360, 2.485], [2.995, -0.941, 0.283], [1.315, -0.334, 1.715], [4.611, -2.687, 0.784], [-5.921, 1.118, 1.457], [3.872, -1.536, 1.339], [1.256, -2.180, 1.339], [0.384, 3.787, -0.696], [-0.508, 3.113, 0.529], [3.784, -4.889, 1.087], [1.170, 2.874, -1.613], [1.745, 3.341, -2.371], [-4.559, -0.829, 0.076], [-1.427, 0.673, 1.864], [-7.685, -1.256, -1.074], [-4.600, -1.232, -1.038], [-7.185, -0.016, -0.432], [3.904, -4.209, -0.764], [-4.664, -1.777, 0.765], [-3.362, 1.161, 0.441], [-2.422, -0.196, -0.608], [2.268, 0.453, -2.899], [0.365, 0.585, -0.361], [3.202, -1.446, -0.754], [-2.401, -0.414, 1.515], [2.708, -1.742, -2.859], [1.876, -1.135, -3.029], [0.423, -0.910, -0.253], [-5.927, 0.086, 0.361], [3.693, 0.600, -2.619], [3.280, 0.198, 0.231], [1.445, -1.119, 0.826], [1.933, 1.086, -4.162], [0.390, 4.970, -0.848], [-8.017, 1.229, -0.598], [-1.303, 0.914, 3.194]]}

***

4.
{"formula": "C4H4N2O", "method": "ωB97M-V/def2-TZVPD", "relative_energy_ev": 2.916, "lumo_ev": 0.73, "homo_energy_ha": -0.3274, "smiles": "[H]/N=C/C=C=O.C#N", "fmax_ev_per_a": 0.97, "gap_ev": 9.641, "symbols": ["C", "C", "N", "H", "H", "H", "C", "N", "O", "C", "H"], "positions_angstrom": [[-1.165, -1.497, 0.091], [1.138, 0.620, -0.017], [-0.048, -1.859, 0.139], [-2.098, 1.173, -0.047], [1.941, 1.351, 0.015], [-2.225, -1.667, 0.088], [-0.183, 1.152, -0.010], [-1.310, 0.532, -0.088], [2.514, -1.397, -0.160], [1.622, -0.652, -0.074], [-0.187, 2.244, 0.063]]}

***

5.
{"formula": "C35H49N6O3", "method": "ωB97M-V/def2-TZVPD", "relative_energy_ev": 27.674, "lumo_ev": -3.11, "homo_energy_ha": -0.3405, "charge": 1, "fmax_ev_per_a": 7.37, "gap_ev": 6.157, "symbols": ["H", "H", "H", "C", "H", "H", "C", "C", "H", "C", "H", "C", "C", "H", "N", "H", "H", "H", "N", "H", "H", "H", "C", "H", "C", "N", "H", "H", "C", "H", "C", "C", "C", "C", "H", "H", "C", "O", "C", "H", "C", "C", "H", "H", "H", "C", "C", "O", "H", "H", "H", "H", "H", "H", "H", "N", "N", "C", "O", "H", "C", "H", "C", "H", "C", "H", "H", "C", "C", "H", "H", "H", "C", "H", "H", "C", "H", "C", "C", "C", "H", "C", "C", "H", "N", "C", "H", "C", "H", "C", "H", "H", "H"], "positions_angstrom": [[2.775, 2.873, 2.903], [-5.598, 3.231, -6.830], [-3.815, -0.910, 2.278], [3.617, -1.773, 0.494], [3.222, -6.143, 1.419], [-4.297, 2.657, -7.900], [6.325, -1.293, 0.631], [-4.178, -0.632, -0.194], [1.820, -5.786, 0.211], [-4.282, -0.231, 1.425], [8.080, 0.782, -1.899], [6.438, -4.700, 0.462], [-6.140, 2.871, 5.758], [8.482, 0.432, -0.030], [-5.241, 1.183, -6.776], [7.376, -4.232, -0.069], [7.502, 1.901, 1.927], [5.965, 2.397, -2.698], [-5.887, 1.645, 6.486], [2.102, -0.275, -1.685], [0.671, -1.917, -1.761], [-5.125, 1.489, 3.064], [1.870, 2.504, 0.606], [-6.222, 2.460, -1.582], [-4.395, 1.080, -5.692], [1.665, 1.739, -0.657], [-4.432, 0.091, -5.208], [6.145, -5.766, 0.064], [6.851, 2.515, 1.171], [0.701, -1.873, 0.931], [3.496, -4.135, 0.374], [-5.135, 0.656, 5.890], [5.135, 4.624, 0.412], [-5.049, 1.154, 1.930], [-6.364, 3.155, 1.141], [-6.747, 3.557, 6.356], [-4.915, 0.403, -1.242], [-3.662, 1.968, -5.277], [7.632, 0.668, -0.820], [1.361, 3.587, 0.620], [5.975, 3.850, 1.607], [-3.388, -1.989, -0.730], [-5.817, -0.181, -8.234], [-1.655, -3.866, -1.679], [-3.520, -2.808, 0.096], [5.104, -3.733, 0.437], [-6.078, 0.082, -7.205], [-4.860, 0.102, -2.697], [6.730, -4.832, 1.597], [-5.937, -0.793, -6.564], [-5.004, -0.232, 6.531], [7.284, -1.900, 0.914], [-1.602, -1.103, -0.240], [-3.910, -2.339, -1.722], [3.593, -6.353, -0.449], [-1.909, -1.698, -1.059], [2.610, -2.900, 0.406], [5.961, 2.814, -1.588], [-4.644, 0.714, 4.770], [-1.382, -3.439, 0.149], [3.047, -0.211, 0.604], [-7.524, 1.579, 7.765], [-6.434, 1.498, 7.819], [3.956, 0.179, 2.925], [6.790, 2.040, -0.398], [-6.037, 2.295, 8.454], [-6.167, 0.529, 8.250], [2.988, -5.718, 0.328], [3.350, 0.602, 2.018], [6.147, -0.517, 1.520], [-4.474, 0.887, -3.204], [5.492, -0.070, -1.103], [-5.294, 2.430, -7.511], [0.853, -3.793, -1.790], [4.515, 5.588, 0.687], [1.089, -2.852, 0.374], [5.981, 4.186, 2.746], [6.538, -0.565, -0.830], [-5.774, 2.164, 0.836], [2.668, 2.130, 1.975], [-5.184, 3.343, 5.513], [2.247, 0.366, -0.689], [0.448, -2.898, -1.146], [-6.663, 2.631, 4.828], [5.094, -2.215, 0.515], [-5.715, 1.761, -0.779], [4.475, 4.677, -2.021], [5.092, 4.138, -1.166], [-7.125, 0.396, -7.159], [-1.195, -3.040, -0.958], [0.726, -3.825, 0.961], [6.800, -1.424, -1.598], [-6.006, 2.360, -8.339]]}

***

6.
{"formula": "C26H46Cl2MgN2O4P", "method": "ωB97M-V/def2-TZVPD", "lumo_ev": 2.31, "homo_energy_ha": -0.0831, "charge": -1, "fmax_ev_per_a": 0.66, "gap_ev": 4.569, "symbols": ["C", "H", "C", "O", "H", "H", "H", "H", "H", "C", "H", "H", "C", "Cl", "C", "H", "C", "C", "H", "H", "H", "H", "H", "H", "H", "C", "H", "C", "C", "H", "P", "H", "H", "H", "C", "N", "H", "C", "H", "C", "H", "C", "C", "H", "C", "H", "C", "Mg", "C", "H", "H", "H", "C", "H", "H", "C", "H", "H", "C", "C", "H", "H", "H", "H", "C", "O", "H", "H", "O", "H", "H", "C", "O", "Cl", "H", "N", "H", "H", "H", "C", "H", "C"], "positions_angstrom": [[-2.234, 0.722, -2.042], [2.377, 0.320, -0.700], [-0.108, 0.410, -3.198], [-2.296, -2.602, 0.120], [-2.055, 0.029, -1.218], [0.263, -0.379, -2.544], [-0.580, -5.393, 0.889], [-2.594, 0.157, -2.909], [-2.788, 4.022, 0.581], [0.572, -3.391, 2.661], [-1.365, -0.126, 4.219], [-1.195, 5.617, -0.378], [2.009, 3.264, -2.515], [4.859, -1.907, 2.688], [-1.757, -0.634, 3.331], [-2.555, 2.274, 0.366], [-1.285, 2.586, -3.419], [5.255, -3.410, 0.495], [-1.714, 2.138, -4.325], [-1.588, -4.483, 2.016], [-2.821, 3.323, -1.032], [3.635, 1.263, -1.485], [-2.621, -4.627, -0.222], [2.244, 2.423, 0.827], [3.518, 3.024, -0.233], [-2.336, 3.255, -0.060], [-1.323, -3.080, 3.711], [-2.309, 0.399, 2.381], [1.783, 2.350, -1.307], [-2.029, 3.276, -3.024], [-0.009, 1.932, -0.841], [0.561, 4.272, 1.398], [-2.801, -2.781, 2.116], [-2.543, -1.320, 3.668], [4.379, -2.565, 1.127], [2.213, -1.383, 1.222], [-3.096, 0.950, 2.912], [-0.597, 4.839, -0.870], [2.108, 4.033, 0.081], [-0.971, -4.395, 1.116], [-1.175, -3.892, -0.949], [-3.249, -2.511, 1.159], [-3.807, -1.103, 1.202], [0.083, -2.264, 4.414], [2.435, 3.005, -0.076], [-0.904, 4.808, -1.914], [2.849, -2.838, -0.664], [0.384, -1.022, 0.689], [-0.392, -2.553, 3.472], [2.354, 0.553, -2.459], [0.744, 0.842, -3.718], [1.483, 4.216, -2.443], [-0.344, 3.672, 1.322], [5.648, -4.654, -1.247], [0.702, -4.378, 3.113], [-0.941, 1.459, -2.441], [1.731, 2.794, -3.457], [-4.432, -0.944, 0.321], [-1.797, -3.922, -0.057], [-0.820, 3.512, -0.139], [-4.444, -1.000, 2.091], [1.528, -2.866, 2.578], [-4.078, -3.210, 0.972], [6.201, -3.628, 0.978], [3.044, -2.163, 0.631], [-0.732, -1.395, 2.710], [-1.124, 4.178, 1.904], [-0.415, 3.164, -3.726], [-2.801, -0.125, 1.158], [-0.146, 2.699, 1.773], [-3.031, 1.396, -1.736], [4.954, -3.992, -0.749], [0.094, -3.492, 1.315], [1.296, -2.513, -1.490], [-0.749, -0.059, -3.953], [-0.075, 0.849, 0.242], [3.081, 3.489, -2.578], [0.442, 5.164, -0.832], [3.432, -4.107, -2.268], [2.563, 1.034, -1.505], [-1.519, 1.082, 2.070], [3.719, -3.684, -1.312]]}